# H30O15

15 unconnected molecules or ions with the total composition H30O15 at a distorted geometry (ωB97M-V/def2-TZVPD, OMol25).

Summary:
DFT total energy in eV: -31195.8530
LUMO in eV: -0.5383
Highest occupied orbital energy in eV: -10.3090

Geometry as XYZ:
```
45
Properties=species:S:1:pos:R:3:forces:R:3:lowdin_charge:R:1
H -1.1154 0.6276 -0.2505 0.4 -0.2 0.1 0.020
H 0.1927 -0.1097 0.1084 -0.1 -0.8 0.0 0.012
H 0.1082 -1.1482 -3.0521 0.4 0.4 -0.5 0.023
H 1.2558 -1.5888 -2.2655 0.2 1.3 -1.3 0.051
H -1.0724 3.4341 -1.6534 0.1 0.3 -0.1 0.034
H -0.6427 4.6169 -2.5251 -1.0 1.7 -1.4 -0.006
H -3.1163 1.5338 1.8244 0.0 0.2 0.2 0.018
H -4.1572 2.2597 2.6847 0.1 -0.2 -0.2 0.043
H -1.5073 -2.5675 4.0777 -0.1 0.5 2.3 0.003
H -0.9528 -3.1745 2.9112 -0.6 0.4 -0.4 0.043
H -0.7068 -3.3278 0.2232 0.9 -2.6 3.0 -0.049
H -0.8149 -3.3497 -1.3411 -0.1 0.4 1.9 0.073
H 3.6045 1.3416 -1.0771 2.2 0.0 0.1 0.067
H 4.7378 0.7820 -1.8708 0.5 -0.7 -1.1 0.008
H 0.0774 4.6484 1.3933 0.2 0.0 -0.3 0.028
H -0.7274 4.9202 2.6455 0.0 -0.2 -0.1 0.035
H 3.0013 0.1787 2.4531 -0.2 1.9 -4.2 -0.097
H 3.5871 -1.0487 3.1059 -0.6 1.0 0.1 0.065
H 1.3455 -5.1649 0.4172 0.4 2.1 0.3 0.090
H 2.0915 -4.4892 -0.6115 0.4 0.7 -0.4 0.027
H 3.6841 -1.6205 -1.3609 0.1 -2.5 0.9 0.011
H 2.7838 -0.3559 -1.3370 2.5 -1.4 -1.1 0.096
H -2.5264 -0.3932 1.2737 0.9 1.3 0.5 -0.031
H -3.7824 -0.8042 0.4706 0.3 0.0 0.5 0.028
H -4.5847 -0.1318 -2.4618 0.6 -1.3 1.8 0.079
H -3.4368 -0.4407 -1.5040 0.3 0.0 -0.1 -0.021
H -2.0280 1.2830 -3.6369 1.3 1.8 -1.9 0.012
H -1.5402 0.0849 -2.7555 -0.3 0.8 -0.6 0.041
H 3.6429 1.5480 1.0970 1.3 -0.7 -2.6 -0.027
H 2.4655 1.7261 1.9633 1.2 0.9 0.2 0.080
O -0.2372 0.7363 0.1453 -0.5 0.9 -0.1 -0.039
O 1.0563 -0.9213 -2.9958 -0.8 -1.9 1.8 -0.077
O -0.3253 3.9590 -1.9659 1.0 -2.0 1.6 -0.030
O -4.0073 1.4510 2.1773 -0.2 0.2 0.1 -0.052
O -1.6997 -2.5992 3.1708 0.8 -0.9 -1.8 -0.033
O -0.8753 -2.8232 -0.4988 -0.8 2.4 -5.2 -0.032
O 4.5879 1.1308 -1.0168 -1.6 3.3 1.8 -0.086
O -0.5889 4.2547 1.9585 -0.2 0.2 0.3 -0.062
O 3.1369 -0.1868 3.2493 0.9 -4.0 4.9 -0.025
O 1.6670 -4.2215 0.2094 -0.7 -2.9 0.2 -0.086
O 3.6621 -0.7649 -1.6974 -3.6 1.3 -0.6 -0.071
O -3.0812 -1.1121 1.0754 -1.4 -1.5 -1.1 -0.039
O -4.3316 -0.7283 -1.6813 -1.0 1.2 -1.6 -0.086
O -2.2778 0.6708 -3.0064 -0.8 -2.4 2.5 -0.011
O 3.4478 1.8854 1.9307 -2.5 1.0 1.5 -0.026
```
Forces are in eV/Å.

=====

# H31O15

15 unconnected molecules or ions with the total composition H31O15 at a distorted geometry (ωB97M-V/def2-TZVPD, OMol25).

Summary:
DFT total energy in eV: -31208.9299
LUMO in eV: -3.0553
Charge: +1
Highest occupied orbital energy in eV: -13.5741

Geometry as XYZ:
```
46
Properties=species:S:1:pos:R:3:forces:R:3:lowdin_charge:R:1
O 0.5508 0.8828 2.8155 -1.8 -0.2 -0.3 -0.056
H 1.0771 -1.9562 -1.8707 0.1 0.0 0.2 0.018
H 1.2291 1.4688 2.4794 0.7 -0.3 0.7 0.035
O 3.3433 1.2021 -0.7143 -0.6 0.2 0.3 -0.036
H 2.4062 1.0886 -0.9143 0.2 -0.4 -0.4 -0.008
H 3.2916 1.8833 -0.0352 0.5 0.1 0.1 0.039
O 1.3112 -1.1436 -2.3274 -0.4 0.5 -0.5 -0.039
H -0.7526 -0.1882 -3.8084 -0.3 0.0 -0.1 0.098
H -3.4042 2.9404 1.7962 -0.1 -0.1 0.1 0.054
O 2.6863 -0.9023 2.8833 0.5 -0.1 0.1 -0.047
H 0.0417 -3.5660 -0.1387 -0.5 -0.1 0.3 -0.013
H 2.7853 -1.6063 2.2289 0.0 -0.1 0.0 0.027
O -0.1129 1.6953 -1.4715 0.9 3.1 1.8 0.094
H 0.1963 1.2266 -0.6185 -0.5 -0.9 -0.6 0.095
H -0.8180 1.2113 -1.9282 -0.5 -1.0 -0.1 0.043
O -1.2676 -0.0770 -2.9953 0.1 0.0 -0.7 -0.045
H -0.3631 -0.6015 0.3477 1.1 0.6 -0.7 0.106
H 0.4671 -0.6773 -2.4585 0.6 -0.6 0.4 -0.006
O 0.5287 -0.1459 0.3013 -1.5 -0.8 0.7 -0.076
H 2.1747 -3.9819 0.4557 -0.9 -0.6 0.5 0.069
H -0.7263 -3.2290 -1.4079 -0.3 -0.2 0.1 0.042
O -3.2025 -2.2014 -0.4954 -0.7 -0.7 0.7 -0.074
H -0.5680 2.6462 -1.0707 0.8 -1.4 -0.6 0.116
H -2.7291 -3.0483 -0.5894 0.5 0.5 -0.3 0.021
O -0.8906 -3.4656 -0.4833 0.7 0.3 -0.8 -0.090
H -2.1914 -0.2057 -3.2377 0.0 -0.1 0.0 0.095
H -1.0633 4.6478 -0.7057 0.1 0.1 -0.2 0.114
O 2.5597 -2.2279 -0.0524 0.7 -0.4 0.3 -0.062
H -3.8372 2.3826 0.4545 -0.1 0.2 0.0 0.038
O 0.3781 3.8071 2.1317 -0.8 0.0 -0.3 -0.050
H -0.4483 3.4321 1.7894 0.3 -0.3 -0.1 0.019
H 0.0283 4.2836 2.8925 0.4 0.1 0.3 0.053
O 1.2456 -4.0113 0.7536 -0.5 0.1 0.4 -0.069
H -3.6869 -2.4330 0.3185 -0.1 0.7 -0.4 0.070
H 0.8171 -4.8277 1.0286 1.0 -0.5 -0.1 0.082
O -1.4051 3.7462 -0.7407 0.0 -0.7 -0.6 0.032
H 0.6590 -0.0798 1.2772 0.3 0.8 -0.1 0.038
H -1.8636 3.6008 -1.5888 -0.2 0.8 0.4 0.112
O -3.1866 2.2604 1.1511 0.0 0.1 0.2 -0.053
H 0.8088 0.0834 3.2912 1.1 0.6 -0.1 0.044
H -2.4835 -0.3392 -0.9415 2.0 -0.5 -0.6 0.036
O -2.1916 0.5659 -0.6565 -3.6 -2.1 0.2 -0.105
H -3.1180 0.5024 -0.2861 1.1 1.9 0.8 0.082
H 3.5683 -0.8219 3.2852 -0.5 0.0 -0.2 0.069
H 2.1854 -1.3421 0.0033 0.2 0.3 -0.6 0.013
H 3.1740 -2.3350 -0.7815 0.1 0.9 -0.1 0.077
```
Forces are in eV/Å.

=====

# H31O15

A molecular structure, H31O15 at a distorted geometry (ωB97M-V/def2-TZVPD, OMol25).

Summary:
DFT total energy in eV: -31209.5936
LUMO in eV: -2.6592
Charge: +1
Highest occupied orbital energy in eV: -13.6671

Geometry as XYZ:
```
46
Properties=species:S:1:pos:R:3:forces:R:3:lowdin_charge:R:1
O 3.6530 0.7265 -2.0186 -0.3 -0.6 -0.1 -0.029
H 2.4800 -1.2419 -1.1332 -0.6 0.2 0.1 0.004
H 4.4491 1.0225 -1.5696 -0.1 0.3 0.0 0.064
O -3.3185 1.8924 0.0138 -0.4 1.6 -0.7 -0.084
H 0.2306 -0.9470 1.5112 -0.2 -0.3 0.2 -0.007
H -3.1007 2.7345 0.5071 0.6 -1.5 0.5 0.026
O -1.4081 -1.3003 -3.7522 0.2 -0.1 -0.2 -0.058
H 2.9711 2.9219 2.3373 0.3 -0.5 0.0 0.057
H 0.7178 0.2907 -2.9006 0.6 -0.2 0.4 0.104
O -2.0963 3.4520 1.6998 -0.1 0.3 0.2 -0.043
H -0.0368 2.1073 4.0951 0.0 -0.2 0.1 0.073
H -1.5629 3.9868 1.1125 0.3 0.3 0.0 0.058
O 0.8552 -2.3972 3.0776 -0.2 0.3 0.1 -0.033
H 1.5875 -1.7729 3.0892 0.2 -0.3 0.2 0.053
H 1.2247 -3.2839 3.0691 0.2 0.0 0.1 0.059
O 2.3154 -1.7555 -0.3184 1.0 0.0 -0.6 -0.074
H -1.4815 -1.5125 -2.8164 -0.2 -0.3 0.0 0.002
H -1.8821 -2.0162 -4.1845 0.1 -0.1 -0.1 0.054
O 2.2171 2.3182 2.2803 0.5 1.0 0.4 -0.060
H 2.9642 -2.4388 -0.5461 -0.2 -0.3 0.6 0.068
H -2.2372 0.6796 -1.0815 0.0 0.0 0.4 0.097
O 2.5481 -1.7546 -3.0742 -1.2 1.2 2.4 -0.047
H -3.8990 2.3324 -0.6300 -0.3 -0.8 -0.2 0.061
H -2.1544 1.1417 -2.5093 -0.5 -0.2 -0.5 0.136
O -0.3443 1.7375 3.2613 -0.3 0.2 -0.4 -0.053
H 2.1247 -2.5514 -3.3704 0.9 0.0 -1.3 0.064
H -2.7241 -3.0672 -0.7410 -0.1 0.1 -0.2 0.043
O 1.1138 1.1862 0.1540 -0.1 -0.6 -0.1 -0.033
H -0.7230 0.5730 -2.0849 0.3 0.4 -0.1 0.062
O -0.1246 -1.3489 0.7144 -0.6 0.3 -0.2 -0.076
H 0.5963 -1.9397 0.4580 0.0 0.0 -0.2 0.007
H 1.7727 0.5079 0.3748 0.3 0.2 -0.2 0.059
O -1.9018 0.3857 -1.9592 -0.1 0.9 0.5 0.095
H -1.0083 1.0586 3.4672 0.0 -0.2 0.3 0.030
H 3.2419 -1.1530 -3.3352 0.3 -0.8 -1.2 0.042
O -2.1923 -3.4763 -1.4348 0.0 0.1 0.3 -0.048
H 1.5094 2.9716 2.3392 -0.4 -0.4 -0.1 0.028
H -1.6707 -4.1098 -0.9287 0.1 -0.1 -0.2 0.044
O 0.4406 0.9622 -2.2540 -1.4 -0.7 0.0 0.054
H 3.0571 1.4690 -2.1512 0.3 0.3 0.1 0.045
H -2.6060 -0.3964 2.7540 -0.1 -0.2 0.0 0.051
O -2.0899 -0.7208 3.5024 0.3 0.5 -0.2 -0.038
H -1.3918 -1.2645 3.1099 -0.1 -0.2 0.1 0.018
H -1.4915 3.0522 2.3475 0.0 -0.2 -0.1 0.023
H 0.5277 1.0992 0.9181 -0.2 0.4 -0.1 0.047
H 0.6400 0.7758 -1.2663 1.0 0.3 -0.2 0.056
```
Forces are in eV/Å.

=====

# H32IO16

17 unconnected molecules or ions with the total composition H32IO16 at a distorted geometry (ωB97M-V/def2-TZVPD, OMol25).

Summary:
DFT total energy in eV: -41385.1134
LUMO in eV: 1.8779
Charge: -1
Highest occupied orbital energy in eV: -6.0211

Geometry as XYZ:
```
49
Properties=species:S:1:pos:R:3:forces:R:3:lowdin_charge:R:1
I -0.1865 -0.3386 0.1353 0.0 0.1 0.3 0.217
O -0.6858 3.5297 3.1381 0.0 0.4 -0.3 -0.042
H -0.5843 2.7594 3.6972 0.2 -0.8 0.2 0.021
H 0.0147 4.1207 3.4144 0.1 0.2 0.1 0.048
O -1.7765 1.3495 -5.0326 -0.1 0.0 -0.7 -0.060
H -0.8354 1.5107 -5.1003 0.2 0.0 0.0 0.025
H -1.9780 1.4892 -4.1074 0.0 0.0 0.5 -0.025
O 2.4282 -0.5362 3.8475 0.4 0.2 0.4 -0.045
H 2.8628 -0.6110 4.6971 0.0 0.1 0.3 0.059
H 2.7825 -1.2608 3.3321 0.0 -0.3 -0.6 0.021
O -3.1881 3.0268 1.6532 -0.4 0.0 -0.3 -0.057
H -2.2538 3.1680 1.8064 0.4 0.2 0.1 -0.023
H -3.4408 2.3692 2.3011 -0.1 -0.1 0.1 0.021
O -1.6915 -3.5692 -0.5430 -0.2 -0.5 0.2 -0.098
H -1.9641 -3.6629 -1.4557 0.0 0.0 -0.2 0.029
H -1.2328 -2.7296 -0.5145 0.1 0.6 0.1 -0.142
O -4.4602 0.7107 -2.9611 -0.5 -0.2 -0.4 -0.061
H -3.6700 1.1465 -2.6418 0.4 0.3 0.2 -0.027
H -4.8706 0.3513 -2.1746 -0.1 -0.1 0.2 0.024
O 1.1586 -3.3454 -3.5771 0.0 -0.2 -0.9 -0.077
H 1.2285 -3.4463 -2.6278 0.0 0.0 0.7 -0.042
H 0.4235 -2.7450 -3.7012 0.0 0.2 -0.1 0.023
O 3.3523 -1.4889 1.4419 0.3 -0.5 0.3 -0.063
H 4.0438 -0.8369 1.5554 0.2 0.2 -0.1 0.065
H 2.5759 -0.9778 1.2132 -0.8 0.3 -0.4 -0.030
O -0.0890 3.2433 0.0021 0.2 0.7 -0.5 -0.097
H -0.3186 2.3185 0.0923 0.0 -0.8 0.3 -0.130
H 0.1341 3.5230 0.8899 -0.2 0.0 0.5 0.022
O -0.0092 0.4833 4.0471 -0.9 0.8 0.5 -0.092
H -0.5359 0.0607 3.3687 -0.1 -0.1 -0.4 -0.020
H 0.8955 0.2771 3.8118 0.5 -0.3 -0.1 -0.034
O 3.7512 -4.2770 0.8073 -0.1 -0.5 -0.1 -0.051
H 4.6644 -4.3788 1.0754 0.2 -0.1 -0.1 0.038
H 3.4634 -3.4712 1.2364 0.0 0.6 0.2 -0.008
O 2.6722 2.9851 -0.8250 0.8 0.0 0.1 -0.071
H 1.8033 2.9850 -0.4236 -0.7 -0.1 0.0 -0.029
H 2.6200 3.6515 -1.5101 -0.1 0.1 -0.2 0.024
O -4.4391 -0.6080 1.1770 -0.3 0.0 -0.1 -0.059
H -3.5402 -0.2986 1.2894 0.5 0.1 -0.2 -0.008
H -4.7427 -0.7912 2.0661 -0.1 -0.1 0.2 0.023
O -2.0906 2.1267 -2.2394 -0.2 0.0 -0.3 -0.054
H -1.9297 3.0580 -2.3917 -0.1 0.3 0.0 0.068
H -1.5088 1.8981 -1.5146 0.2 -0.4 0.3 -0.025
O 2.1874 -0.4663 -2.6778 0.3 0.4 -0.4 -0.096
H 2.8751 -1.0713 -2.3997 0.0 -0.2 0.0 0.020
H 1.4611 -0.6367 -2.0781 -0.3 0.0 0.4 -0.110
O 1.3863 -3.6318 -0.8773 0.1 -0.1 0.0 -0.068
H 0.9574 -3.1785 -0.1515 -0.4 0.2 0.1 -0.018
H 2.2801 -3.7842 -0.5705 0.5 -0.2 0.1 0.014
```
Forces are in eV/Å.

=====

Number 1: Kohn-Sham gap 9.77 eV. Number 2: Kohn-Sham gap 10.52 eV. Number 3: Kohn-Sham gap 11.01 eV. Number 4: Kohn-Sham gap 7.90 eV.